# 1
The following is a DFT calculation (the ωB97M-V functional and the def2-TZVPD basis) of 9 unconnected molecules or ions with the total composition H18O9 in a non-equilibrium geometry.

Atoms and positions in Å:
O  2.69  -1.33  -3.22
H  2.94  -0.51  -3.59
H  1.81  -1.53  -3.55
O  2.52  0.57  -0.80
H  2.91  -0.27  -1.05
H  3.29  0.83  -0.30
O  -1.70  -0.95  3.73
H  -0.78  -1.06  3.75
H  -2.11  -1.46  3.05
O  -3.65  1.46  1.66
H  -3.45  0.96  2.50
H  -3.51  2.35  2.02
O  -3.33  1.84  -1.40
H  -4.11  1.63  -1.68
H  -3.18  2.04  -0.51
O  1.14  -2.27  3.06
H  1.82  -2.62  2.57
H  1.53  -2.21  3.94
O  3.11  -1.74  0.54
H  2.25  -2.04  0.11
H  3.72  -2.45  0.33
O  -0.23  0.90  -1.05
H  0.38  0.29  -0.47
H  -0.07  1.83  -0.66
O  -1.52  1.93  -3.35
H  -0.59  1.59  -3.10
H  -1.91  2.22  -2.52

- relative energy (zero: lowest compared OMol25 entry of this formula, charge and spin) (kcal/mol) = 86.91
- HOMO (eV) = -9.627



# 2
The following is a DFT calculation (the ωB97M-V functional and the def2-TZVPD basis) of 2 unconnected molecules or ions with the total composition C3ClN3S in a non-equilibrium geometry.

Atoms and positions in Å:
C  -0.48  -1.30  0.26
C  0.68  -0.75  0.02
C  -1.03  1.34  0.26
N  -1.42  -1.83  0.61
N  1.66  -0.33  -0.51
N  -0.45  1.72  1.15
S  3.10  0.26  -0.85
Cl  -2.05  0.88  -0.93

- relative energy (zero: lowest compared OMol25 entry of this formula, charge and spin) (kcal/mol) = 63.62
- HOMO (alpha / beta) (eV) = -9.393 / -9.393



# 3
The following is a DFT calculation (the ωB97M-V functional and the def2-TZVPD basis) of a molecular structure, C21H28BrMnN2 in a non-equilibrium geometry.

Atoms and positions in Å:
Mn  0.62  -1.42  -0.35
C  6.46  0.39  -0.81
C  5.04  -0.21  -1.01
C  4.35  -0.37  -2.26
C  3.01  -0.77  -2.24
C  2.40  -1.13  -1.07
Br  0.41  -3.56  -1.01
N  3.14  -1.29  0.01
C  4.35  -0.78  0.05
H  7.25  0.02  -1.45
H  6.68  0.24  0.24
H  6.33  1.48  -1.13
H  4.77  0.07  -3.16
H  2.37  -0.72  -3.18
H  4.74  -0.77  1.06
C  0.83  0.31  4.42
C  -0.50  0.46  3.66
C  -1.70  -0.27  4.32
C  -0.83  1.96  3.40
C  -0.19  -0.21  2.37
C  0.13  -0.84  1.36
H  0.66  0.65  5.42
H  1.60  0.87  3.93
H  1.11  -0.79  4.41
H  -1.99  0.36  5.19
H  -1.34  -1.24  4.74
H  -2.56  -0.34  3.62
H  -0.99  2.54  4.36
H  -1.75  2.01  2.81
H  0.05  2.36  2.82
C  -4.49  -0.52  -2.45
N  -3.53  -1.44  -1.79
C  -3.53  -1.44  -0.23
C  -2.08  -1.26  -2.34
C  -1.34  0.02  -2.05
C  -1.56  1.05  -2.97
C  -1.12  2.29  -2.66
C  -0.58  2.58  -1.40
C  -0.26  1.51  -0.58
C  -0.45  0.17  -0.93
H  -5.53  -0.72  -2.13
H  -4.42  -0.68  -3.55
H  -4.16  0.49  -2.18
H  -3.73  -2.41  -2.16
H  -3.33  -0.41  0.11
H  -2.72  -2.09  0.12
H  -4.52  -1.77  0.16
H  -2.23  -1.41  -3.42
H  -1.48  -2.14  -2.03
H  -2.07  0.83  -3.96
H  -1.21  3.11  -3.41
H  -0.43  3.58  -0.98
H  0.31  1.66  0.32

- relative energy (zero: lowest compared OMol25 entry of this formula, charge and spin) (kcal/mol) = 79.93
- HOMO (alpha / beta) (eV) = -10.546 / -11.203
- 2S+1 = 6
- charge = +1



# 4
The following is a DFT calculation (the ωB97M-V functional and the def2-TZVPD basis) of 2 unconnected molecules or ions with the total composition C2O2S2 in a non-equilibrium geometry.

Atoms and positions in Å:
C  -2.35  -0.39  0.55
C  2.47  0.45  -0.44
O  -2.98  0.45  0.98
O  3.63  0.53  -0.62
S  0.97  0.47  -0.19
S  -1.74  -1.51  -0.28

- relative energy (zero: lowest compared OMol25 entry of this formula, charge and spin) (kcal/mol) = 6.14
- HOMO (eV) = -10.531



# 5
The following is a DFT calculation (the ωB97M-V functional and the def2-TZVPD basis) of a molecular structure, C25H57Cl5N4NaO9PS in a non-equilibrium geometry.

Atoms and positions in Å:
C  -0.23  -0.56  5.01
C  -0.73  -1.48  3.89
C  -0.17  -1.07  2.51
C  -1.27  -0.71  1.52
C  -2.00  -1.89  0.86
C  -1.10  -3.03  0.35
C  -1.42  -3.43  -1.09
C  -1.10  -2.38  -2.17
C  -0.16  -1.23  -1.81
C  1.15  -1.23  -2.59
C  2.08  -2.33  -2.11
N  2.30  -2.31  -0.63
C  3.00  -1.28  -0.13
N  3.27  -1.27  1.22
N  3.43  -0.25  -0.91
C  4.31  0.76  -0.35
O  4.51  1.67  -1.40
C  5.28  2.79  -0.99
C  4.35  3.91  -0.53
O  4.19  4.91  -1.51
C  3.17  4.70  -2.44
C  2.12  5.84  -2.44
O  1.75  6.02  -3.78
C  1.42  7.37  -4.12
C  2.67  8.16  -4.46
P  3.05  -3.90  0.10
N  3.21  -5.03  -1.10
O  1.83  -4.54  0.97
H  -0.96  -0.58  5.82
H  -0.15  0.47  4.68
H  0.71  -0.92  5.41
H  -0.34  -2.47  4.11
H  -1.82  -1.52  3.87
H  0.43  -0.18  2.66
H  0.50  -1.85  2.13
H  -2.03  -0.15  2.07
H  -0.92  -0.03  0.75
H  -2.58  -1.53  0.02
H  -2.70  -2.31  1.58
H  -0.05  -2.76  0.39
H  -1.22  -3.90  1.00
H  -0.95  -4.38  -1.33
H  -2.49  -3.65  -1.14
H  -0.67  -2.90  -3.02
H  -2.01  -1.94  -2.55
H  0.10  -1.16  -0.75
H  -0.66  -0.30  -2.07
H  1.58  -0.23  -2.51
H  0.94  -1.39  -3.65
H  1.61  -3.29  -2.33
H  3.02  -2.33  -2.66
H  2.55  -1.06  1.88
H  4.21  -1.49  1.52
H  3.80  -0.56  -1.80
H  3.84  1.25  0.50
H  5.27  0.33  -0.04
H  5.96  2.54  -0.18
H  5.89  3.15  -1.81
H  3.40  3.44  -0.25
H  4.75  4.38  0.37
H  2.66  3.74  -2.28
H  3.59  4.69  -3.44
H  2.51  6.74  -1.99
H  1.19  5.58  -1.88
H  0.90  7.84  -3.29
H  0.75  7.35  -4.97
H  3.38  8.09  -3.64
H  3.11  7.77  -5.36
H  2.40  9.19  -4.64
H  2.38  -5.60  -1.29
H  3.64  -4.69  -1.95
H  1.11  -3.90  1.00
Cl  -1.65  -0.48  -5.00
C  -3.41  -0.33  -5.38
C  -4.15  0.41  -4.31
Cl  -4.26  -0.52  -2.78
H  -3.82  -1.33  -5.54
H  -3.48  0.21  -6.32
H  -5.17  0.59  -4.65
H  -3.68  1.37  -4.08
C  -2.40  -0.55  8.62
S  -2.84  -2.27  8.40
O  -2.77  -2.54  6.94
C  -4.58  -2.07  8.81
H  -1.35  -0.43  8.36
H  -3.01  0.07  7.96
H  -2.56  -0.25  9.66
H  -5.04  -1.34  8.14
H  -4.67  -1.75  9.85
H  -5.07  -3.04  8.69
C  -5.08  2.16  6.33
Cl  -3.52  1.66  5.66
Cl  -6.32  0.98  5.94
Cl  -4.96  2.40  8.07
H  -5.36  3.10  5.87
C  -5.94  -2.55  -7.29
O  -7.02  -2.73  -7.89
O  -5.24  -3.74  -6.98
O  -5.38  -1.50  -6.93
H  -5.87  -4.38  -7.36
O  6.53  -6.20  -0.46
H  5.65  -6.11  -0.87
Na  0.86  3.40  -2.26

- HOMO (eV) = -4.743



# 6
The following is a DFT calculation (the ωB97M-V functional and the def2-TZVPD basis) of a molecular structure, C27H54AlBrFN4O6 in a non-equilibrium geometry.

Atoms and positions in Å:
C  -1.27  0.97  1.30
C  -0.66  0.15  0.44
C  0.83  0.00  0.27
O  1.47  1.19  -0.13
Al  3.17  0.60  -0.35
C  4.17  1.13  -2.00
C  5.70  1.14  -1.80
C  6.26  -0.28  -1.98
C  6.40  2.08  -2.79
C  4.13  1.09  1.37
C  3.84  2.54  1.74
F  3.63  0.28  2.44
O  2.71  -1.16  -0.45
C  1.31  -1.12  -0.67
C  1.05  -0.83  -2.15
C  -0.08  -0.38  -2.68
C  0.62  -2.45  -0.33
C  1.36  -3.65  -0.92
C  2.16  -4.44  0.10
Br  1.04  -5.25  1.49
H  -0.87  1.29  2.27
H  -2.27  1.33  1.09
H  -1.29  -0.46  -0.19
H  1.26  -0.29  1.25
H  3.93  0.37  -2.75
H  3.86  2.10  -2.39
H  5.96  1.46  -0.78
H  7.35  -0.27  -2.07
H  5.85  -0.72  -2.89
H  5.99  -0.93  -1.15
H  5.95  3.07  -2.78
H  6.31  1.68  -3.80
H  7.47  2.18  -2.57
H  5.21  0.94  1.34
H  4.24  2.80  2.73
H  4.30  3.20  1.00
H  2.77  2.72  1.76
H  1.90  -1.04  -2.80
H  -0.84  0.09  -2.07
H  -0.27  -0.46  -3.75
H  -0.39  -2.42  -0.74
H  0.54  -2.53  0.75
H  0.66  -4.32  -1.42
H  2.09  -3.31  -1.65
H  2.69  -5.26  -0.35
H  2.86  -3.79  0.62
C  -5.88  -0.75  0.26
C  -4.53  -0.92  0.93
O  -3.63  -1.55  0.40
N  -4.34  -0.32  2.13
C  -5.26  0.47  2.90
H  -5.85  -1.28  -0.69
H  -6.68  -1.16  0.88
H  -6.09  0.30  0.07
H  -3.40  -0.45  2.48
H  -4.88  1.49  3.04
H  -5.44  0.04  3.88
H  -6.22  0.54  2.38
C  1.66  3.22  6.91
C  0.69  3.27  5.75
O  -0.20  4.11  5.71
N  0.85  2.34  4.78
C  1.84  1.28  4.69
H  1.40  4.02  7.60
H  1.61  2.26  7.44
H  2.69  3.36  6.57
H  0.19  2.43  4.02
H  2.43  1.38  3.78
H  1.35  0.31  4.66
H  2.50  1.31  5.55
C  -2.40  3.13  -2.00
C  -3.64  2.89  -2.82
O  -4.49  2.07  -2.52
N  -3.80  3.66  -3.95
C  -2.91  4.67  -4.46
H  -2.42  2.45  -1.15
H  -1.49  2.95  -2.57
H  -2.38  4.16  -1.62
H  -4.64  3.46  -4.46
H  -3.40  5.64  -4.52
H  -2.55  4.41  -5.46
H  -2.04  4.77  -3.82
C  -3.18  -5.61  -2.86
C  -2.63  -4.45  -2.05
O  -1.69  -3.78  -2.45
N  -3.23  -4.17  -0.87
C  -4.33  -4.85  -0.24
H  -2.59  -5.69  -3.77
H  -3.10  -6.55  -2.30
H  -4.22  -5.45  -3.12
H  -2.86  -3.35  -0.40
H  -5.18  -4.17  -0.12
H  -4.05  -5.23  0.74
H  -4.65  -5.69  -0.85

- HOMO (eV) = -4.998
- charge = -1



# 7
The following is a DFT calculation (the ωB97M-V functional and the def2-TZVPD basis) of 2 unconnected molecules or ions with the total composition C6H13NO4 in a non-equilibrium geometry.

Atoms and positions in Å:
C  -1.00  -1.37  1.53
C  0.34  -0.87  1.00
C  0.07  -1.40  -1.49
C  0.33  0.29  -1.56
C  -0.20  1.30  -0.33
C  0.19  0.62  1.02
H  -2.68  -1.10  0.81
H  -1.30  -2.54  1.40
H  -1.17  -0.87  2.43
H  1.09  -1.15  1.67
H  1.70  -1.61  -0.27
H  0.62  -1.84  -2.43
H  -1.03  -1.29  -1.31
H  0.01  1.10  -2.33
H  1.78  0.43  -0.50
H  0.49  2.17  -0.17
H  -1.88  0.92  -0.21
H  -0.88  1.13  1.60
H  1.63  2.07  -0.06
N  0.74  -1.60  -0.24
O  -1.93  -0.60  0.73
O  1.85  0.45  -1.48
O  -1.54  1.74  -0.44
O  1.39  1.21  1.20

- relative energy (zero: lowest compared OMol25 entry of this formula, charge and spin) (kcal/mol) = 203.21
- HOMO (eV) = -8.795



# 8
The following is a DFT calculation (the ωB97M-V functional and the def2-TZVPD basis) of a single C2H3N3O3 molecule in a non-equilibrium geometry.

Atoms and positions in Å:
C  -0.54  1.25  -0.15
C  0.33  -0.51  1.06
H  -0.67  2.51  -1.66
H  -0.17  -2.03  -1.64
H  0.85  -1.83  2.13
N  -0.89  0.26  -0.84
N  -0.11  -0.88  -0.20
N  0.91  -0.83  2.16
O  -0.47  2.58  -0.63
O  0.73  -1.54  -1.24
O  0.04  1.03  1.00

- relative energy (zero: lowest compared OMol25 entry of this formula, charge and spin) (kcal/mol) = 80.74
- HOMO (eV) = -9.618



# 9
The following is a DFT calculation (the ωB97M-V functional and the def2-TZVPD basis) of 2 unconnected molecules or ions with the total composition C4H9O2 in a non-equilibrium geometry.

Atoms and positions in Å:
C  1.29  -0.36  0.68
C  0.31  -1.04  1.63
H  1.37  -0.69  -0.36
H  0.92  0.66  0.60
H  2.33  -0.63  0.98
H  -0.57  -1.13  1.00
H  0.42  -2.09  1.97
H  0.26  -0.53  2.59
C  -0.63  0.37  -1.72
C  -1.28  1.47  -0.77
O  -0.43  2.09  -0.08
O  -2.52  1.49  -0.86
H  -1.28  0.13  -2.55
H  -0.52  -0.56  -1.16
H  0.34  0.83  -1.94

- relative energy (zero: lowest compared OMol25 entry of this formula, charge and spin) (kcal/mol) = 20.53
- HOMO (eV) = -3.766
- charge = -1



# 10
The following is a DFT calculation (the ωB97M-V functional and the def2-TZVPD basis) of a molecular structure, C4H9N3O in a non-equilibrium geometry.

Atoms and positions in Å:
C  -1.18  -1.50  0.30
C  -0.90  1.38  0.16
C  1.33  0.43  -0.30
C  2.14  -0.79  -0.26
H  -1.57  -2.55  -0.06
H  -0.60  -2.06  1.11
H  -1.84  -0.69  0.69
H  -1.70  -0.30  -1.30
H  -0.79  1.59  1.39
H  -0.65  2.47  -0.58
H  -2.08  1.07  0.10
H  1.33  2.27  0.41
H  3.09  -0.53  -0.66
N  -0.63  -0.77  -0.88
N  -0.08  0.34  -0.35
N  2.13  1.50  0.05
O  2.00  -1.85  0.18

- relative energy (zero: lowest compared OMol25 entry of this formula, charge and spin) (kcal/mol) = 161.68
- HOMO (eV) = -8.930



# 11
The following is a DFT calculation (the ωB97M-V functional and the def2-TZVPD basis) of a single C4H9NOS molecule in a non-equilibrium geometry.

Atoms and positions in Å:
C  -0.48  1.22  -1.88
N  -0.01  0.02  -1.23
C  0.37  0.06  0.21
C  0.52  -1.38  0.71
S  1.67  -1.38  2.25
C  -0.59  0.87  1.02
O  -1.13  0.49  2.03
H  -1.54  1.46  -1.72
H  -0.39  1.00  -2.95
H  0.08  2.15  -1.72
H  -0.58  -0.80  -1.34
H  1.31  0.63  0.29
H  1.04  -1.99  -0.02
H  -0.42  -1.76  1.09
H  0.93  -2.47  2.63
H  -0.79  1.88  0.63

- relative energy (zero: lowest compared OMol25 entry of this formula, charge and spin) (kcal/mol) = 48.41
- HOMO (eV) = -8.911



# 12
The following is a DFT calculation (the ωB97M-V functional and the def2-TZVPD basis) of 2 unconnected molecules or ions with the total composition N2O3S in a non-equilibrium geometry.

Atoms and positions in Å:
N  2.06  -0.17  -1.15
N  -1.99  0.06  1.36
O  1.34  0.07  -0.20
O  -2.47  -1.03  1.35
O  1.95  0.09  -2.31
S  -0.88  0.98  0.94

- relative energy (zero: lowest compared OMol25 entry of this formula, charge and spin) (kcal/mol) = 145.80
- HOMO (alpha / beta) (eV) = -8.377 / -10.245



# 13
The following is a DFT calculation (the ωB97M-V functional and the def2-TZVPD basis) of 3 unconnected molecules or ions with the total composition C2H10NO2S in a non-equilibrium geometry.

Atoms and positions in Å:
C  0.79  0.55  0.17
C  1.34  -0.28  -1.02
S  0.16  -1.44  -1.79
N  1.34  0.34  1.48
H  0.70  1.61  -0.10
H  -0.27  0.25  0.25
H  1.71  0.41  -1.78
H  2.20  -0.85  -0.65
H  0.80  -0.30  2.02
H  2.32  0.45  1.61
H  -3.54  1.17  4.44
H  -3.12  -0.18  4.01
O  -3.62  0.24  4.74
H  -0.10  -1.18  -5.00
H  -0.21  -0.44  -3.71
O  -0.50  -0.36  -4.67

- relative energy (zero: lowest compared OMol25 entry of this formula, charge and spin) (kcal/mol) = 9.58
- HOMO (alpha / beta) (eV) = 3.458 / -0.612
- 2S+1 = 2
- charge = -2



# 14
The following is a DFT calculation (the ωB97M-V functional and the def2-TZVPD basis) of 2 unconnected molecules or ions with the total composition C4H11O3 in a non-equilibrium geometry.

Atoms and positions in Å:
C  0.40  -0.66  -0.60
O  0.95  0.37  0.11
C  -0.67  -0.09  -1.57
C  -2.00  -0.01  -0.81
C  -2.25  1.15  0.24
O  -1.15  1.87  0.64
H  -0.09  -1.55  -0.09
H  1.20  -1.29  -1.10
H  -0.53  -0.68  -2.46
H  -0.26  0.90  -1.76
H  -2.12  -0.99  -0.30
H  -2.86  0.00  -1.48
H  -3.06  1.83  -0.11
H  -2.70  0.60  1.10
H  0.11  1.14  0.30
H  5.50  -1.01  1.99
H  4.40  -0.47  2.98
O  5.13  -1.08  2.95

- relative energy (zero: lowest compared OMol25 entry of this formula, charge and spin) (kcal/mol) = 40.06
- HOMO (eV) = -3.309
- charge = -1



# 15
The following is a DFT calculation (the ωB97M-V functional and the def2-TZVPD basis) of 2 unconnected molecules or ions with the total composition C4H12NO in a non-equilibrium geometry.

Atoms and positions in Å:
C  0.45  -0.15  -1.77
C  -0.40  0.94  -1.10
C  -0.54  0.76  0.40
C  -1.41  1.46  1.15
N  0.66  0.25  1.12
H  0.76  0.12  -2.77
H  -0.16  -1.04  -1.97
H  1.29  -0.47  -1.17
H  -1.41  1.08  -1.45
H  0.17  1.87  -1.26
H  -1.75  2.45  0.86
H  -1.69  1.07  2.12
H  1.53  0.62  0.73
H  0.60  0.49  2.11
H  0.70  -0.80  1.04
H  0.17  -3.13  1.36
H  0.63  -3.03  -0.07
O  0.40  -2.48  0.69

- relative energy (zero: lowest compared OMol25 entry of this formula, charge and spin) (kcal/mol) = 44.00
- HOMO (eV) = -13.718
- charge = +1



| no. | total energy (Ha) |
| --- | --- |
| 1 | -687.8873 |
| 2 | -1136.8315 |
| 3 | -4651.0617 |
| 4 | -1023.0958 |
| 5 | -5085.4446 |
| 6 | -4648.1176 |
| 7 | -591.8106 |
| 8 | -467.8357 |
| 9 | -308.3122 |
| 10 | -397.0930 |
| 11 | -685.9418 |
| 12 | -733.1856 |
| 13 | -685.5167 |
| 14 | -384.6898 |
| 15 | -289.3047 |